A molecular structure, C33H52BN8ORe. Source: the Open Molecules 2025 dataset; level of theory: ωB97M-V/def2-TZVPD.

Geometry (Å):
Re 0.205 -0.178 0.167
C -0.212 1.228 2.372
C -0.416 2.691 1.986
C -1.789 3.191 2.464
C -0.269 2.856 0.509
C -0.387 3.935 -0.320
C -0.289 3.440 -1.643
C -0.483 4.249 -2.884
C -1.662 3.745 -3.734
C 0.818 4.390 -3.692
N -0.060 2.113 -1.591
N -0.004 1.758 -0.266
B 0.054 0.996 -2.703
N 1.370 0.187 -2.486
N 1.663 -0.141 -1.180
C 2.997 -0.461 -1.093
C 3.499 -0.449 -2.368
C 2.469 -0.019 -3.226
C 2.561 0.049 -4.723
C 1.623 -1.010 -5.329
C 2.340 1.431 -5.353
C 3.713 -0.586 0.218
C 5.090 -1.227 0.056
C 2.895 -1.328 1.260
N -1.132 0.021 -2.419
N -1.285 -0.340 -1.102
C -2.536 -0.879 -0.922
C -3.158 -0.874 -2.138
C -2.261 -0.287 -3.064
C -2.455 -0.091 -4.529
C -2.455 -1.476 -5.204
C -3.759 0.665 -4.819
C -3.010 -1.255 0.449
C -4.180 -0.356 0.866
C -3.378 -2.736 0.541
H -0.290 1.067 3.447
H 0.795 0.869 2.084
H -1.037 0.593 1.946
H 0.355 3.295 2.470
H -2.597 2.627 1.989
H -1.924 4.246 2.226
H -1.874 3.078 3.546
H -0.581 4.961 -0.041
H -0.749 5.240 -2.519
H -1.437 2.795 -4.225
H -1.870 4.477 -4.515
H -2.569 3.627 -3.135
H 1.185 3.422 -4.035
H 1.602 4.871 -3.106
H 0.625 5.006 -4.570
H 0.000 1.469 -3.782
H 4.514 -0.667 -2.665
H 3.586 -0.244 -4.944
H 0.577 -0.765 -5.115
H 1.839 -2.011 -4.947
H 1.753 -1.029 -6.412
H 1.282 1.691 -5.406
H 2.720 1.412 -6.375
H 2.877 2.215 -4.816
H 3.853 0.441 0.572
H 5.008 -2.242 -0.344
H 5.593 -1.280 1.022
H 5.723 -0.639 -0.608
H 2.680 -2.348 0.954
H 1.920 -0.816 1.505
H 3.410 -1.347 2.222
H -4.159 -1.218 -2.354
H -1.612 0.485 -4.915
H -3.327 -2.056 -4.893
H -1.555 -2.051 -4.969
H -2.505 -1.347 -6.285
H -4.625 0.111 -4.446
H -3.879 0.777 -5.897
H -3.766 1.660 -4.368
H -2.172 -1.055 1.146
H -5.057 -0.580 0.255
H -3.943 0.704 0.748
H -4.442 -0.540 1.908
H -4.141 -2.981 -0.200
H -3.787 -2.958 1.527
H -2.522 -3.390 0.366
N -0.262 -7.177 2.059
C -0.415 -6.545 0.876
O -0.672 -7.077 -0.177
C -0.263 -5.024 0.859
C -0.312 -4.177 1.964
C -0.204 -2.820 1.776
N -0.043 -2.270 0.551
C -0.014 -3.096 -0.529
C -0.120 -4.456 -0.407
H -0.363 -8.180 2.073
H -0.008 -6.723 2.916
H -0.459 -4.544 2.973
H -0.248 -2.142 2.619
H 0.099 -2.633 -1.503
H -0.114 -5.104 -1.276

Molecular weight   773.85 g mol⁻¹
Multiplicity   2
Highest occupied orbital energy (alpha / beta)   -17.247 / -17.249 eV
Charge   +3
Energy   -51817.2365 eV
Orbital gap (alpha / beta)   5.785 / 6.170 eV